C24H20CoF5N3O4STe as an isolated structure. Source: the Open Molecules 2025 dataset; level of theory: ωB97M-V/def2-TZVPD.

Atoms and positions in Å:
1 Co -0.099 1.091 -0.541
2 O 2.928 -1.317 -4.152
3 C 3.015 -0.030 -4.523
4 C 3.770 0.276 -5.658
5 C 3.893 1.584 -6.088
6 C 3.262 2.616 -5.401
7 C 2.509 2.315 -4.279
8 C 2.376 1.007 -3.821
9 C 1.561 0.747 -2.606
10 O 0.946 1.714 -2.057
11 N 1.490 -0.515 -2.185
12 N 0.847 -0.602 -1.007
13 C -0.505 -1.220 -1.093
14 C -0.999 -1.244 0.341
15 C -1.535 -2.291 1.067
16 C -2.048 -2.030 2.335
17 C -1.974 -0.745 2.847
18 C -1.400 0.237 2.061
19 N -0.946 0.002 0.841
20 H 2.337 -1.337 -3.342
21 H 4.251 -0.540 -6.183
22 H 4.485 1.800 -6.970
23 H 3.355 3.640 -5.739
24 H 1.999 3.087 -3.718
25 H -0.563 -2.187 -1.613
26 H -1.585 -3.280 0.632
27 H -2.544 -2.803 2.905
28 H -2.407 -0.499 3.805
29 H -1.321 1.266 2.388
30 C 6.419 3.549 4.883
31 C 6.372 4.896 5.555
32 O 7.229 5.291 6.308
33 S 4.981 5.965 5.232
34 C 3.967 5.032 4.118
35 C 2.991 4.167 4.607
36 C 2.217 3.421 3.739
37 C 2.384 3.519 2.347
38 C 3.358 4.413 1.872
39 C 4.132 5.158 2.741
40 C 1.601 2.745 1.451
41 C 0.930 2.100 0.664
42 H 7.372 3.085 5.125
43 H 6.296 3.644 3.805
44 H 5.597 2.927 5.237
45 H 2.845 4.078 5.678
46 H 1.463 2.746 4.122
47 H 3.491 4.507 0.802
48 H 4.880 5.840 2.355
49 C -1.398 2.525 -0.540
50 H -0.946 3.439 -0.930
51 H -1.813 2.725 0.449
52 H -2.190 2.178 -1.207
53 F -7.040 0.260 1.591
54 Te -5.690 -0.858 2.462
55 F -4.762 -2.041 3.760
56 F -7.013 -0.937 3.794
57 F -6.640 -2.454 1.806
58 F -5.095 0.687 3.523
59 O -1.155 -0.177 -1.698

Energy relative to the best compared isomer or geometry (same formula, charge and spin) in kJ/mol: 24.51
Orbital gap (spin up / spin down) in eV: 6.73 / 7.02
HOMO (spin up / spin down) in Ha: -0.114 / -0.124
Net charge: -2
DFT total energy in eV: -107217.876
Spin multiplicity: 2